Formula: C64H144F2NO4P4S2
Source: OMol25
Level of theory: ωB97M-V/def2-TZVPD

Last column: Löwdin charge in e.
Cartesian coordinates (Å):
C: -2.541 -6.960 -5.879  -0.0968
C: -1.448 -5.931 -6.210  -0.2494
C: -1.189 -4.973 -5.084  -0.2577
C: -2.233 -3.871 -4.965  -0.2539
P: -1.968 -2.472 -3.840  1.0233
C: -0.770 -1.280 -4.461  -0.2652
C: 0.656 -1.811 -4.614  -0.2401
C: 1.544 -0.795 -5.323  -0.2674
C: 3.019 -1.159 -5.293  -0.0931
C: -1.378 -3.180 -2.282  -0.2688
C: -2.433 -3.995 -1.522  -0.2217
C: -1.782 -4.716 -0.347  -0.2597
C: -2.826 -5.425 0.523  -0.0800
C: -3.528 -1.616 -3.668  -0.2817
C: -4.484 -1.756 -4.876  -0.2359
C: -5.551 -0.676 -4.865  -0.2519
C: -6.646 -0.892 -3.818  -0.0849
H: -3.472 -6.474 -5.563  0.0681
H: -2.276 -7.646 -5.075  0.0777
H: -2.789 -7.534 -6.771  0.0796
H: -1.685 -5.463 -7.163  0.1168
H: -0.553 -6.553 -6.294  0.1148
H: -0.167 -4.591 -5.124  0.0934
H: -1.191 -5.511 -4.126  0.1103
H: -3.169 -4.279 -4.569  0.0955
H: -2.424 -3.400 -5.934  0.1070
H: -0.804 -0.524 -3.680  0.0461
H: -1.147 -0.880 -5.405  0.1072
H: 0.721 -2.772 -5.120  0.1006
H: 1.063 -1.941 -3.605  0.0859
H: 1.393 0.246 -5.017  0.1071
H: 1.185 -0.741 -6.362  0.1176
H: 3.221 -2.134 -5.734  0.0812
H: 3.373 -1.132 -4.258  0.0663
H: 3.633 -0.429 -5.821  0.0771
H: -0.835 -2.409 -1.739  0.0696
H: -0.593 -3.873 -2.622  0.0838
H: -2.779 -4.754 -2.227  0.1167
H: -3.214 -3.343 -1.131  0.1097
H: -1.230 -3.997 0.267  0.0905
H: -1.043 -5.417 -0.746  0.0928
H: -3.637 -5.785 -0.112  0.0809
H: -3.223 -4.738 1.268  0.0674
H: -2.435 -6.304 1.034  0.0760
H: -3.399 -0.588 -3.323  0.0673
H: -4.082 -1.993 -2.799  0.0917
H: -4.900 -2.764 -4.884  0.1154
H: -3.887 -1.673 -5.792  0.1016
H: -6.034 -0.549 -5.832  0.1190
H: -5.062 0.266 -4.593  0.0790
H: -7.388 -0.100 -3.879  0.0800
H: -6.249 -1.003 -2.809  0.0637
H: -7.158 -1.828 -4.063  0.0824
C: 7.979 -5.614 2.517  -0.0868
C: 7.719 -4.143 2.876  -0.2577
C: 6.371 -3.611 2.421  -0.2415
C: 5.256 -4.180 3.343  -0.2558
P: 3.584 -3.883 2.772  1.0105
C: 3.265 -2.161 2.310  -0.2496
C: 4.038 -1.586 1.118  -0.2337
C: 3.221 -0.497 0.438  -0.2804
C: 4.014 0.283 -0.594  -0.0772
C: 3.391 -4.852 1.242  -0.2431
C: 1.943 -4.946 0.726  -0.2260
C: 1.913 -5.066 -0.793  -0.2326
C: 2.262 -3.760 -1.500  -0.0919
C: 2.274 -4.329 3.900  -0.2648
C: 2.498 -5.550 4.823  -0.2224
C: 1.287 -6.453 4.939  -0.2568
C: 0.412 -6.111 6.135  -0.1019
H: 7.638 -6.285 3.305  0.0725
H: 9.040 -5.814 2.378  0.0791
H: 7.512 -5.792 1.547  0.0762
H: 8.533 -3.573 2.419  0.1143
H: 7.839 -3.906 3.938  0.1162
H: 6.099 -3.833 1.388  0.0987
H: 6.410 -2.528 2.553  0.1059
H: 5.425 -3.649 4.287  0.1145
H: 5.367 -5.243 3.565  0.0969
H: 3.480 -1.531 3.178  0.1032
H: 2.189 -2.115 2.110  0.0845
H: 4.308 -2.361 0.401  0.0837
H: 4.970 -1.096 1.407  0.1130
H: 2.823 0.187 1.194  0.0742
H: 2.299 -0.881 -0.010  0.0828
H: 4.845 0.800 -0.110  0.0781
H: 3.394 1.006 -1.125  0.0741
H: 4.433 -0.387 -1.350  0.0772
H: 3.779 -5.837 1.524  0.1147
H: 4.102 -4.438 0.529  0.0786
H: 1.401 -4.036 1.015  0.0888
H: 1.465 -5.772 1.253  0.1180
H: 0.926 -5.399 -1.105  0.0821
H: 2.683 -5.772 -1.118  0.1217
H: 3.227 -3.309 -1.286  0.0666
H: 1.405 -3.082 -1.393  0.0558
H: 2.246 -3.899 -2.588  0.0773
H: 1.380 -4.524 3.300  0.0593
H: 1.986 -3.464 4.505  0.1022
H: 2.804 -5.195 5.812  0.1208
H: 3.413 -6.075 4.522  0.0984
H: 1.554 -7.505 5.064  0.1164
H: 0.662 -6.450 4.040  0.0990
H: -0.578 -6.560 6.111  0.0801
H: 0.261 -5.030 6.262  0.0630
H: 0.902 -6.387 7.071  0.0840
C: 3.446 3.839 2.619  -0.0941
C: 3.534 2.390 3.021  -0.2569
C: 2.197 1.681 3.248  -0.2570
C: 1.442 2.159 4.458  -0.2627
P: -0.213 1.473 4.667  1.0164
C: -0.805 1.946 6.289  -0.2536
C: 0.104 1.543 7.464  -0.2601
C: -0.579 1.619 8.808  -0.2623
C: 0.313 1.114 9.931  -0.1015
C: -1.206 2.109 3.289  -0.2306
C: -1.102 3.641 3.224  -0.2325
C: -2.063 4.234 2.188  -0.2819
C: -3.522 4.237 2.553  -0.0746
C: -0.113 -0.335 4.450  -0.2432
C: -1.491 -0.964 4.220  -0.2216
C: -1.422 -2.485 4.364  -0.2403
C: -1.088 -3.219 3.061  -0.0959
H: 4.368 4.400 2.770  0.0856
H: 2.669 4.397 3.147  0.0653
H: 3.226 3.930 1.549  0.0746
H: 4.083 2.383 3.981  0.1166
H: 4.262 1.787 2.473  0.1033
H: 2.401 0.608 3.267  0.0795
H: 1.654 1.804 2.299  0.1086
H: 1.260 3.240 4.511  0.0976
H: 2.027 2.033 5.376  0.1094
H: -1.709 1.330 6.430  0.1060
H: -1.197 2.964 6.292  0.1101
H: 0.999 2.174 7.448  0.1132
H: 0.515 0.556 7.218  0.1036
H: -1.552 1.126 8.859  0.1180
H: -0.806 2.674 8.991  0.1212
H: -0.049 1.441 10.905  0.0814
H: 1.336 1.484 9.832  0.0778
H: 0.380 0.026 10.001  0.0775
H: -2.237 1.793 3.439  0.1032
H: -0.750 1.772 2.357  0.0891
H: -0.085 3.954 2.967  0.0816
H: -1.253 4.193 4.162  0.1197
H: -1.879 3.713 1.237  0.1042
H: -1.695 5.237 1.946  0.0512
H: -3.887 3.257 2.858  0.0736
H: -4.132 4.741 1.807  0.0780
H: -3.689 4.846 3.453  0.0859
H: 0.376 -0.581 5.400  0.0910
H: 0.525 -0.540 3.591  0.0848
H: -1.781 -0.768 3.184  0.0996
H: -2.252 -0.561 4.889  0.1142
H: -2.371 -2.882 4.740  0.1180
H: -0.760 -2.806 5.179  0.0962
H: -0.139 -2.839 2.664  0.0539
H: -1.909 -3.095 2.361  0.0553
H: -0.938 -4.282 3.261  0.0738
C: -2.462 1.652 -4.954  -0.1062
C: -3.550 2.705 -4.725  -0.2347
C: -2.982 4.100 -4.482  -0.2244
C: -2.249 4.213 -3.150  -0.2618
P: -1.089 5.579 -2.950  1.0214
C: -0.079 5.159 -1.475  -0.2269
C: -0.520 5.842 -0.203  -0.2453
C: 0.572 5.971 0.861  -0.2480
C: 0.155 6.926 1.970  -0.0900
C: -1.938 7.137 -2.748  -0.2644
C: -3.298 7.057 -2.019  -0.2352
C: -3.481 8.328 -1.158  -0.2707
C: -4.907 8.541 -0.696  -0.0977
C: 0.034 5.589 -4.346  -0.2761
C: 0.739 4.285 -4.669  -0.2574
C: 1.741 4.325 -5.821  -0.2557
C: 2.881 5.306 -5.657  -0.0953
H: -1.807 1.931 -5.784  0.0878
H: -2.982 0.756 -5.308  0.0535
H: -1.902 1.372 -4.064  0.0522
H: -4.117 2.369 -3.853  0.1129
H: -4.183 2.769 -5.609  0.1203
H: -3.799 4.818 -4.583  0.1177
H: -2.250 4.325 -5.263  0.1007
H: -1.564 3.358 -3.061  0.0634
H: -2.845 4.135 -2.237  0.1132
H: 0.943 5.408 -1.771  0.1066
H: -0.136 4.067 -1.445  0.0564
H: -1.463 5.489 0.219  0.0864
H: -0.712 6.896 -0.436  0.0937
H: 1.502 6.283 0.374  0.1168
H: 0.849 5.034 1.357  0.0817
H: -0.716 6.511 2.487  0.0562
H: -0.096 7.940 1.651  0.0851
H: 0.909 7.051 2.749  0.0806
H: -2.141 7.558 -3.737  0.1134
H: -1.299 7.848 -2.221  0.0973
H: -3.338 6.237 -1.298  0.0961
H: -4.122 6.989 -2.727  0.1159
H: -3.114 9.184 -1.729  0.1154
H: -2.827 8.222 -0.284  0.1028
H: -4.988 9.506 -0.200  0.0811
H: -5.328 7.758 -0.065  0.0759
H: -5.550 8.538 -1.582  0.0802
H: 0.702 6.455 -4.342  0.1073
H: -0.632 5.853 -5.185  0.1066
H: -0.017 3.507 -4.859  0.0915
H: 1.159 3.807 -3.768  0.1130
H: 1.101 4.519 -6.694  0.1181
H: 2.083 3.318 -6.072  0.1075
H: 3.536 5.070 -4.817  0.0808
H: 2.572 6.348 -5.658  0.0717
H: 3.534 5.174 -6.525  0.0826
N: -1.844 -0.097 -1.402  -0.2703
S: -0.476 0.652 -0.949  0.4983
O: 0.156 0.348 0.293  -0.2693
O: -0.427 2.018 -1.363  -0.2800
F: 0.453 -0.069 -2.019  -0.1813
S: -2.783 -0.032 -0.146  0.4447
O: -2.972 1.235 0.491  -0.2683
O: -2.756 -1.160 0.711  -0.2623
F: -4.182 -0.187 -0.895  -0.1709

Properties
2S+1: 1
ΔE to the lowest compared entry with this formula, charge and spin (kJ/mol): 0.0
Highest occupied orbital energy (eV): -15.892
Charge: +3
HOMO-LUMO gap (eV): 10.77
E (a.u.): -5241.45693